# 1
Computed, not measured: a cluster of 2 separate species, C4H13N2 in total at a distorted geometry, with ωB97M-V/def2-TZVPD.

The geometry in XYZ format:
```
19
C4H13N2, DFT ωB97M-V/def2-TZVPD
C 1.957 2.012 1.383
C 1.863 0.568 0.903
N 2.017 0.491 -0.512
H 1.062 2.571 1.111
H 2.019 2.018 2.468
H 2.849 2.481 0.971
H 2.668 -0.060 1.329
H 0.933 0.100 1.264
H 1.742 -0.380 -0.975
H 1.572 1.262 -1.023
C -2.138 -1.448 -1.861
C -1.949 -0.660 0.442
N -2.130 -1.603 -0.397
H -2.713 -2.256 -2.301
H -1.109 -1.506 -2.209
H -2.618 -0.509 -2.124
H -2.016 0.345 0.037
H -1.863 -0.882 1.499
H -2.148 -2.545 -0.003
```

<S²>: 0.754
Charge: +2
HOMO-LUMO gap (spin up / spin down), Ha: 0.4296 / 0.3171
Multiplicity: 2

# 2
Computed, not measured: the ion C3H7N2S with charge +1 at a distorted geometry, with ωB97M-V/def2-TZVPD.

The geometry in XYZ format:
```
13
C3H7N2S, DFT ωB97M-V/def2-TZVPD
C 0.428 0.986 -0.230
C -1.558 -0.315 -0.043
C -0.575 -1.461 0.049
N 0.707 1.822 0.781
N 0.651 -0.667 -0.366
S -2.972 0.269 -0.030
H 0.822 1.356 -1.175
H -0.841 -2.229 -0.773
H -0.372 -1.891 1.079
H 1.346 2.632 0.779
H 0.339 1.545 1.626
H 0.550 -0.796 -1.465
H 1.474 -1.249 -0.231
```

Charge: +1
HOMO-LUMO gap (spin up / spin down), Ha: 0.2668 / 0.2661
Multiplicity: 1

# 3
Computed, not measured: a structure of composition C25H40NO2PPdS, with ωB97M-V/def2-TZVPD.

The geometry in XYZ format:
```
71
C25H40NO2PPdS, DFT ωB97M-V/def2-TZVPD
Pd -0.441 -1.300 0.031
C 4.739 -1.990 -0.498
C 3.288 -2.057 -0.968
C 3.146 -1.700 -2.452
P 1.996 -1.158 0.007
C 2.588 -1.294 1.760
C 2.547 -2.762 2.190
C 1.741 -0.437 2.702
C 2.137 0.627 -0.346
C 3.333 1.299 -0.587
C 3.384 2.653 -0.898
C 4.696 3.353 -1.163
C 2.173 3.340 -0.969
C 0.969 2.708 -0.732
C 0.920 1.344 -0.405
N -0.273 0.692 -0.140
C -1.494 1.429 -0.211
C -1.930 2.150 0.904
C -1.095 2.172 2.156
C -3.155 2.808 0.851
C -3.962 2.763 -0.281
C -5.300 3.461 -0.312
C -3.506 2.035 -1.372
C -2.286 1.365 -1.358
C -1.845 0.570 -2.557
H 5.332 -2.693 -1.091
H 4.853 -2.268 0.550
H 5.182 -1.003 -0.637
H 2.953 -3.093 -0.853
H 3.514 -0.692 -2.650
H 2.103 -1.742 -2.772
H 3.717 -2.399 -3.068
H 3.613 -0.916 1.775
H 1.530 -3.152 2.091
H 2.839 -2.854 3.239
H 3.211 -3.398 1.600
H 0.698 -0.740 2.666
H 1.793 0.623 2.446
H 2.091 -0.559 3.730
H 4.271 0.759 -0.525
H 5.540 2.729 -0.868
H 4.762 4.291 -0.610
H 4.812 3.590 -2.222
H 2.178 4.397 -1.218
H 0.040 3.261 -0.795
H -0.955 1.157 2.534
H -1.578 2.768 2.931
H -0.102 2.588 1.972
H -3.489 3.367 1.723
H -5.272 4.393 0.254
H -6.084 2.837 0.128
H -5.602 3.694 -1.334
H -4.117 1.985 -2.270
H -2.623 0.568 -3.320
H -1.629 -0.456 -2.293
H -0.935 0.984 -2.995
C -4.175 -3.201 0.553
S -3.804 -1.778 1.566
C -5.225 -0.778 1.142
O -2.642 -1.121 0.904
H -4.957 -3.784 1.045
H -3.239 -3.760 0.489
H -4.484 -2.876 -0.440
H -6.099 -1.195 1.648
H -5.358 -0.765 0.060
H -5.012 0.228 1.507
C 0.020 -4.231 -0.394
O -0.924 -3.245 -0.098
H -0.394 -5.231 -0.222
H 0.936 -4.158 0.215
H 0.343 -4.202 -1.446
```

<S²>: 2.019
HOMO-LUMO gap (spin up / spin down), Ha: 0.2534 / 0.2248
Multiplicity: 3

# 4
Computed, not measured: a cluster of 2 separate species, CH2OS2 in total at a distorted geometry, with ωB97M-V/def2-TZVPD.

The geometry in XYZ format:
```
6
CH2OS2, DFT ωB97M-V/def2-TZVPD
C -0.210 -0.219 0.308
H 1.219 0.639 -1.599
H 0.534 -2.022 1.227
O -0.624 -1.334 0.930
S 1.080 -0.585 -0.963
S -0.799 1.420 0.406
```

HOMO-LUMO gap, Ha: 0.2760
Multiplicity: 1

# 5
Computed, not measured: a cluster of 2 separate species, C6H10O2S2 in total at a distorted geometry, with ωB97M-V/def2-TZVPD.

The geometry in XYZ format:
```
20
C6H10O2S2, DFT ωB97M-V/def2-TZVPD
C -2.133 0.308 -0.206
C 1.886 0.350 -0.333
C 1.610 -1.098 -0.026
C -0.671 0.362 0.104
C -2.418 -0.337 -1.529
C -0.380 1.488 1.886
O -2.976 0.666 0.575
O -0.730 -2.326 0.008
S 0.393 1.019 -1.132
S -0.068 -1.273 0.775
H 2.065 0.930 0.574
H 2.720 0.480 -1.021
H 1.549 -1.703 -0.933
H 2.349 -1.524 0.652
H -2.049 -1.365 -1.471
H -1.884 0.169 -2.330
H -3.486 -0.341 -1.728
H 0.282 0.865 2.459
H -1.389 1.541 2.249
H 0.034 2.408 1.518
```

HOMO-LUMO gap, Ha: 0.3338
Multiplicity: 1

# 6
Computed, not measured: the molecule C12H14N2O3 at a distorted geometry, with ωB97M-V/def2-TZVPD.

The geometry in XYZ format:
```
31
C12H14N2O3, DFT ωB97M-V/def2-TZVPD
O 4.354 0.328 1.191
C 3.713 0.962 0.343
O 3.430 2.355 0.559
C 3.151 0.275 -0.986
C 2.256 -0.988 -0.584
C 0.901 -0.634 0.178
C -0.274 -1.752 0.123
C -1.340 -1.107 1.178
C -2.233 -0.205 0.212
C -3.292 -0.723 -0.769
C -4.053 0.251 -1.630
N -3.964 1.657 -1.762
C -2.963 2.083 -0.857
C -2.108 1.319 0.123
N -0.525 -0.200 2.037
C 0.904 -0.419 1.764
O 1.811 -0.457 2.611
H 4.137 2.848 0.081
H 4.019 -0.111 -1.638
H 2.606 1.062 -1.605
H 1.968 -1.509 -1.572
H 2.874 -1.752 -0.006
H 0.429 0.344 -0.200
H -0.688 -1.897 -0.936
H 0.116 -2.728 0.561
H -1.917 -1.850 1.813
H -3.504 -1.838 -0.837
H -4.843 -0.220 -2.321
H -2.777 3.218 -0.886
H -1.372 1.867 0.794
H -0.816 -0.181 3.020
```

SMILES: O=C(O)CC[C@H]1C[C@H](c2ccncc2)NC1=O
HOMO-LUMO gap, Ha: 0.3508
Multiplicity: 1

# 7
Computed, not measured: a cluster of 2 separate species, C5H12N2O in total at a distorted geometry, with ωB97M-V/def2-TZVPD.

The geometry in XYZ format:
```
20
C5H12N2O, DFT ωB97M-V/def2-TZVPD
C 0.541 0.808 2.333
O 0.843 -0.485 2.117
C -0.012 -2.299 -0.627
C 0.590 -0.880 -0.569
C 0.536 0.022 -1.687
C -0.399 1.091 -1.865
N -1.653 0.964 -1.626
N -0.691 1.298 1.728
H 0.520 1.076 3.407
H 1.332 1.538 2.034
H -0.210 -2.634 0.393
H -0.998 -2.173 -1.048
H 1.673 -1.039 -0.425
H 0.385 -0.344 0.401
H -0.003 2.106 -2.012
H -2.202 1.619 -2.181
H -0.801 1.202 0.731
H 1.449 0.114 -2.273
H 0.632 -3.051 -1.061
H -1.532 1.066 2.230
```

HOMO-LUMO gap, Ha: 0.1719
Multiplicity: 1

Relative energy (zero: lowest compared OMol25 entry of this formula, charge and spin) readings, ordered: 24.1, 116.6, 0.0, 67.0, 60.3, 114.0, 179.7 kcal/mol